1.
DFT (the ωB97M-V functional and the def2-TZVPD basis) results for one molecule with the formula CHN4P3S.

Calculated values
Spin multiplicity: 1
ΔE to the lowest compared entry with this formula, charge and spin, kJ/mol: 90.9
SMILES: S=C=NP1N=PN=PN1
Total energy, Ha: -1679.99433
Orbital gap, eV: 6.57

XYZ file:
```
10
Properties=species:S:1:pos:R:3:nbo_charge:R:1
S -3.8192 -0.3314 -0.5072 -0.002
C -2.3915 -0.3405 0.1033 0.244
N -1.2391 -0.4163 0.4178 -0.798
P 0.0836 0.2707 1.2563 1.415
N 1.0444 -1.0848 1.1980 -1.284
P 2.2456 -1.4641 0.2678 1.327
N 1.9918 -0.6926 -1.1965 -1.339
P 1.1678 0.4945 -1.7124 1.308
N 0.7175 1.3548 0.1475 -1.267
H 0.1992 2.2098 0.0254 0.397
```

---

2.
DFT (the ωB97M-V functional and the def2-TZVPD basis) results for C33H23FeN8O2SSbSe4 as an isolated structure.

Calculated values
Spin multiplicity: 6
ΔE to the lowest compared entry with this formula, charge and spin, kJ/mol: 143.4
Net charge: -1
Total energy, Ha: -13367.90447
Orbital gap (alpha / beta), eV: 5.12 / 5.26

XYZ file:
```
73
Properties=species:S:1:pos:R:3:mulliken_spin:R:1
Fe -0.2808 -0.3776 0.5090 1.975
C -3.0526 2.8886 -2.2562 0.036
C -2.6326 2.2685 -1.0974 -0.005
N -1.4165 1.7459 -0.9878 0.044
C -0.6061 1.8193 -2.0421 -0.051
C -1.0753 2.4028 -3.2354 0.010
N -2.2701 2.9482 -3.3364 -0.002
C 0.7525 1.2627 -1.8861 0.222
C 1.6976 1.5003 -2.8542 -0.022
C 3.0245 1.0282 -2.7240 0.144
C 3.3227 0.4805 -1.4630 -0.084
C 2.3562 0.3150 -0.5035 0.234
N 1.0169 0.5783 -0.7249 0.204
C 2.7229 -0.1243 0.8461 -0.070
C 4.0289 -0.0465 1.3605 0.021
N 4.3324 -0.4135 2.5892 -0.002
C 3.3336 -0.8665 3.3538 0.045
C 2.0403 -0.9429 2.8821 0.000
N 1.7445 -0.5714 1.6399 0.081
C 4.0171 1.1678 -3.7648 -0.050
C 5.2292 0.4528 -3.7481 0.065
C 6.1486 0.6202 -4.7635 -0.020
N 5.9860 1.4326 -5.8089 0.080
C 4.8362 2.1069 -5.8346 -0.020
C 3.8483 2.0155 -4.8745 0.069
H -4.0370 3.3344 -2.3297 0.003
H -3.2895 2.1640 -0.2410 0.002
H -0.4747 2.4072 -4.1353 0.001
H 1.4165 2.0502 -3.7372 -0.006
H 4.3425 0.2144 -1.2297 -0.005
H 4.8400 0.3508 0.7644 0.000
H 3.5764 -1.1687 4.3643 0.004
H 1.2273 -1.3235 3.4852 0.009
H 5.4435 -0.2603 -2.9641 0.018
H 7.0746 0.0538 -4.7393 -0.001
H 4.6921 2.7722 -6.6808 -0.001
H 2.9601 2.6220 -4.9867 0.021
O -1.6426 -2.7661 4.0660 -0.003
S -1.2827 -2.6271 2.6763 -0.008
O 0.0003 -3.1560 2.2690 0.008
N -1.3568 -1.0990 2.2023 -0.051
C -1.9472 -0.1119 2.9629 0.024
C -2.9357 -0.2407 3.9198 -0.002
C -3.4160 0.8696 4.6378 -0.001
C -2.9297 2.1316 4.4390 0.002
C -1.9153 2.3167 3.4722 -0.002
C -1.3186 3.5693 3.2078 0.002
C -0.3361 3.6774 2.2640 -0.003
C 0.0355 2.5253 1.5485 -0.001
N -0.5029 1.3539 1.7747 0.026
C -1.4515 1.2123 2.7310 -0.010
C -2.4897 -3.5486 1.7355 0.001
C -2.0625 -4.5567 0.8855 0.023
C -2.9884 -5.2486 0.1196 0.024
C -4.3334 -4.9274 0.1982 -0.013
C -4.7574 -3.9256 1.0624 -0.001
C -3.8375 -3.2409 1.8370 0.000
H -3.3220 -1.2131 4.1732 0.000
H -4.1904 0.6973 5.3754 0.000
H -3.2933 2.9805 5.0035 0.000
H -1.6518 4.4331 3.7714 0.000
H 0.1436 4.6206 2.0437 0.000
H 0.7690 2.5711 0.7528 0.010
H -1.0056 -4.7751 0.8193 -0.017
H -2.6523 -6.0251 -0.5551 0.004
H -5.0536 -5.4514 -0.4168 -0.001
H -5.8079 -3.6721 1.1252 0.000
H -4.1714 -2.4569 2.5016 -0.001
Se 0.7241 -2.4223 -2.7910 0.265
Sb -1.5953 -1.2492 -3.1149 0.012
Se -2.3152 -1.3746 -0.7986 0.136
Se 0.7309 -2.6168 -0.5054 0.707
Se -2.7166 -3.1612 -4.2393 0.919
```

---

3.
DFT (the ωB97M-V functional and the def2-TZVPD basis) results for one molecule with the formula C2H3FN4.

Calculated values
Spin multiplicity: 1
ΔE to the lowest compared entry with this formula, charge and spin, kJ/mol: 204.4
SMILES: FCc1nn[nH]n1
Total energy, Ha: -396.81495
Orbital gap, eV: 11.47

XYZ file:
```
10
Properties=species:S:1:pos:R:3:nbo_charge:R:1
F 2.4415 -0.1153 -0.7293 -0.345
C 1.5036 0.2258 0.2475 -0.012
C 0.1086 0.1703 -0.0092 0.156
N -0.7654 1.2815 -0.2885 -0.194
N -1.9089 0.7180 -0.3234 -0.035
N -1.7460 -0.6231 -0.3333 -0.185
N -0.5478 -1.0261 -0.0182 -0.208
H 1.9361 1.2094 0.6841 0.200
H 1.4657 -0.4447 1.2202 0.192
H -2.4874 -1.3957 -0.4500 0.431
```

---

4.
DFT (the ωB97M-V functional and the def2-TZVPD basis) results for a 2-piece molecular cluster, C4H10O overall.

Calculated values
Spin multiplicity: 2
ΔE to the lowest compared entry with this formula, charge and spin, kJ/mol: 126.3
Net charge: -1
Total energy, Ha: -233.53153
Orbital gap (alpha / beta), eV: 7.50 / 6.63

XYZ file:
```
15
Properties=species:S:1:pos:R:3:nbo_charge:R:1
C -0.3444 1.9407 -0.2814 -0.617
C 0.2671 0.5927 -0.6897 -0.435
C -0.6977 -0.5939 -0.7113 -0.393
C 0.0446 -1.8603 -0.2936 -0.661
O 0.7725 -0.1872 2.0548 -0.960
H -1.0344 1.6784 0.5279 0.220
H 0.3880 2.5446 0.2554 0.212
H -0.9204 2.4746 -1.0450 0.169
H 0.8891 0.3379 0.1860 0.284
H 0.9103 0.6248 -1.5779 0.166
H -1.3865 -0.6767 -1.5564 0.161
H 1.0290 -1.8790 -0.7682 0.179
H -0.4893 -2.7938 -0.4480 0.177
H 0.3435 -1.6096 0.7254 0.302
H -1.4368 -0.3569 0.0658 0.195
```

---

5.
DFT (the ωB97M-V functional and the def2-TZVPD basis) results for one molecule with the formula C5H7NO2S2.

Calculated values
Spin multiplicity: 1
ΔE to the lowest compared entry with this formula, charge and spin, kJ/mol: 200.9
Total energy, Ha: -1196.24286
Orbital gap, eV: 9.24

XYZ file:
```
17
Properties=species:S:1:pos:R:3:nbo_charge:R:1
C -0.3550 0.2263 -1.0457 0.024
C -0.8501 1.5010 -0.4929 -0.254
C -1.4056 -0.9190 -1.2939 -0.234
C -1.9829 1.5754 0.1950 -0.317
C -2.5186 -0.9726 -0.6036 -0.316
N 2.8208 -0.3928 1.0451 -1.072
O 1.9380 1.8243 0.5700 -0.961
O 0.6158 -0.3374 -0.0808 -0.756
S -3.1641 0.2732 0.4942 0.296
S 2.0713 0.5446 -0.0176 1.668
H 0.2514 0.3735 -1.9832 0.194
H -0.0923 2.1680 -0.4771 0.232
H -1.2318 -1.7485 -1.9692 0.224
H -2.3740 2.5644 0.4106 0.229
H -3.2642 -1.7195 -0.6016 0.220
H 2.5832 -1.3416 0.7469 0.408
H 2.8043 -0.0921 2.0035 0.413
```

---

6.
DFT (the ωB97M-V functional and the def2-TZVPD basis) results for one molecule with the formula C4H6N2.

Calculated values
Spin multiplicity: 1
ΔE to the lowest compared entry with this formula, charge and spin, kJ/mol: 276.7
Total energy, Ha: -265.43020
Orbital gap, eV: 10.87

XYZ file:
```
12
Properties=species:S:1:pos:R:3:nbo_charge:R:1
N -1.6961 -0.3333 -1.3528 -0.540
C -2.2522 -1.3358 -1.5960 0.309
C -0.5461 0.4229 -0.9600 -0.061
N -0.3691 0.3296 0.4707 -0.394
C 0.9565 0.6635 0.9515 -0.260
C 0.4745 -0.7398 0.9827 -0.256
H 0.2821 -0.0258 -1.5286 0.182
H -0.6431 1.4777 -1.2430 0.214
H 0.9809 1.2683 1.8531 0.210
H 1.7308 0.8998 0.2205 0.190
H 0.9329 -1.4410 0.2824 0.195
H 0.1490 -1.1861 1.9195 0.213
```

---

- What is the formula in the third record?
  C2H3FN4